DFT (the ωB97M-V functional and the def2-TZVPD basis) results for C26H26AuN6 as an isolated structure.

Each line ends with the Mulliken charge.
Element x y z (Å)
Au 0.0127 0.0384 -0.1686  1.535
C -2.0778 -5.3290 4.1202  -1.580
C -1.6474 -4.0447 3.4891  0.042
C -1.8843 -2.8084 4.0872  -1.010
C -1.4214 -1.6574 3.5046  0.298
C -0.6520 -1.6394 2.3167  0.435
N -0.1428 -0.4335 1.9031  -0.689
C 0.2631 0.4593 2.8636  0.429
C 0.8550 -0.0612 4.0391  0.293
C 1.1930 0.7110 5.1199  -0.996
C 1.0037 2.0912 5.0860  0.045
C 1.2984 2.9637 6.2626  -1.584
C 0.5417 2.6370 3.8976  -0.655
C 0.1691 1.8739 2.7881  0.568
N -0.2873 2.5818 1.6556  0.317
C -0.5885 3.8992 1.5969  0.112
C -0.9195 4.2065 0.2967  -1.260
C -0.7963 3.0098 -0.3969  0.018
N -0.4230 2.0481 0.4361  -0.668
C -0.5024 -2.8856 1.6534  0.565
C -1.0039 -4.0398 2.2607  -0.646
N 0.1328 -3.0511 0.4041  0.317
C 0.4819 -4.2236 -0.1730  0.110
C 1.0037 -3.9513 -1.4171  -1.259
C 0.9413 -2.5695 -1.5372  0.020
N 0.4228 -2.0487 -0.4338  -0.669
H -2.5093 -5.1627 5.1033  0.374
H -1.2239 -5.9949 4.2309  0.353
H -2.8115 -5.8369 3.4963  0.358
H -2.4465 -2.7423 5.0048  0.395
H -1.6323 -0.7064 3.9717  0.577
H 1.0281 -1.1268 4.0757  0.577
H 1.6210 0.2379 5.9892  0.395
H 1.5910 2.3762 7.1286  0.374
H 0.4163 3.5444 6.5270  0.352
H 2.0965 3.6668 6.0296  0.358
H 0.4808 3.7119 3.8459  0.320
H -0.5687 4.5495 2.4447  0.387
H -1.2008 5.1569 -0.1028  0.468
H -0.9448 2.8101 -1.4380  0.489
H -0.9016 -4.9890 1.7600  0.318
H 0.3631 -5.1746 0.2998  0.389
H 1.3697 -4.6454 -2.1426  0.467
H 1.2296 -1.9453 -2.3582  0.487
C 2.6487 0.8434 -2.3050  -1.334
C 1.3114 0.8038 -2.9352  0.386
C 1.0104 1.0613 -4.2858  -0.778
C -0.3564 0.9220 -4.4202  -0.778
C -0.8545 0.5821 -3.1484  0.390
C -2.2658 0.3181 -2.7938  -1.331
N 0.1698 0.5150 -2.2608  0.133
H 3.4044 1.0464 -3.0611  0.378
H 2.8853 -0.1022 -1.8144  0.230
H 2.6916 1.6267 -1.5456  0.272
H 1.7278 1.3141 -5.0412  0.510
H -0.9507 1.0427 -5.3042  0.513
H -2.8993 0.4853 -3.6625  0.377
H -2.6001 0.9672 -1.9827  0.231
H -2.3908 -0.7142 -2.4606  0.270

The HOMO energy comes out at -9.6 eV. The calculation puts the total energy at -1470.2932 Ha. Its charge is +1.